{
  "formula": "C6H13NS",
  "method": "ωB97M-V/def2-TZVPD",
  "homo_energy_ev": -8.3,
  "homo_lumo_gap_ev": 9.188,
  "total_energy_ev": -18756.52641,
  "charge": 0,
  "relative_energy_kcal_mol": 40.37,
  "lumo_ev": 0.898,
  "smiles": "C/C=C(/CNC)SC",
  "species": ["C", "C", "C", "C", "N", "C", "S", "C", "H", "H", "H", "H", "H", "H", "H", "H", "H", "H", "H", "H", "H"],
  "coordinates": [[2.4723, -1.6985, -1.1692], [1.8469, -0.6969, -0.3068], [0.6180, -0.2092, -0.3422], [0.1865, 0.8791, 0.5316], [-1.1719, 1.3459, 0.2422], [-1.6664, 2.6255, 0.6999], [-0.6516, -1.0465, -1.2340], [-1.4810, -1.8340, 0.1840], [1.9486, -2.6535, -1.0060], [2.5530, -1.4484, -2.2382], [3.4993, -1.9752, -0.8444], [2.4431, -0.1852, 0.4814], [0.2396, 0.6832, 1.6547], [0.9160, 1.7432, 0.4359], [-1.2640, 1.4448, -0.7836], [-1.9874, 2.6047, 1.7393], [-2.5239, 2.9430, 0.0823], [-0.8873, 3.4519, 0.5914], [-1.5777, -1.1924, 1.0092], [-2.4907, -2.0389, -0.1153], [-1.0213, -2.7423, 0.3878]],
  "forces_ev_per_angstrom": [[1.11, -1.90, 0.16], [0.68, 1.97, 1.05], [-0.36, -1.76, -0.23], [-0.20, 3.29, 2.54], [-0.57, -0.07, -1.88], [1.18, 1.27, 0.25], [-0.31, -0.35, -0.56], [-0.64, 0.77, -1.64], [-0.16, 0.19, -0.68], [-0.41, -0.07, 0.42], [-0.46, 0.62, -0.08], [0.15, -0.37, -0.78], [-0.10, -0.33, -1.27], [-0.46, -0.66, -0.09], [0.23, -0.75, 0.79], [0.02, -0.03, 0.13], [0.30, -0.36, 0.28], [-0.72, -0.69, 0.24], [0.29, 0.93, 1.09], [-0.56, -0.16, -0.40], [0.99, -1.53, 0.67]]
}